This record from the OMol25 dataset describes 2 unconnected molecules or ions with the total composition C5H6N2O2 in a non-equilibrium geometry. The level of theory is wB97M-V/def2-TZVPD.

## Properties
- HOMO level (eV) = -8.90
- Kohn-Sham gap (eV) = 7.72
- maximum force (eV/A) = 8.0

Element x y z (Å)
C -1.229 -0.313 0.095
C 0.164 -0.054 0.158
C 1.529 -0.870 0.323
C 0.380 1.418 -0.073
C -1.127 1.931 -0.272
H -2.991 -1.232 -0.100
H -1.556 -2.421 0.427
H 1.411 -1.986 0.030
H 1.712 -0.709 1.342
H 3.140 0.091 -0.137
H -1.242 3.098 -0.401
N -1.921 -1.399 -0.534
N -2.076 0.982 -0.070
O 2.413 -0.595 -0.700
O 1.393 2.059 -0.086


This record from the OMol25 dataset describes 2 unconnected molecules or ions with the total composition C5H6N2O3 in a non-equilibrium geometry. The level of theory is wB97M-V/def2-TZVPD.

## Properties
- HOMO level (eV) = -10.13
- Kohn-Sham gap (eV) = 10.14
- maximum force (eV/A) = 4.4
- SMILES = N#C[C@@H]1[C@@H]2OC(=O)[C@]12N.O

Element x y z (Å)
N 1.457 -0.782 -1.097
C 0.339 -0.159 -0.530
C -0.722 -0.841 0.318
O -0.930 0.230 1.225
C 0.311 1.046 0.393
O 0.441 2.215 0.178
C -1.066 -0.461 -1.085
C -2.064 0.547 -1.374
N -2.911 1.295 -1.614
H 1.709 -0.430 -2.014
H 2.268 -0.833 -0.483
H -0.643 -1.865 0.677
H -1.050 -1.284 -1.803
O 1.123 0.886 2.424
H 0.066 0.330 2.490
H 1.675 0.105 2.295


This record from the OMol25 dataset describes a single C5H6N2OS molecule in a non-equilibrium geometry. The level of theory is wB97M-V/def2-TZVPD.

## Properties
- HOMO level (eV) = -7.47
- Kohn-Sham gap (eV) = 7.95
- maximum force (eV/A) = 4.9

Element x y z (Å)
C 0.476 -0.875 0.256
C -0.216 1.032 -0.700
C 1.687 -0.401 0.325
C -1.621 0.791 -0.912
C -2.118 -0.256 0.110
N 0.867 1.606 -0.644
N 2.890 -0.928 0.774
O 1.932 0.945 -0.163
S -0.979 -1.718 0.196
H -2.223 1.696 -0.785
H -1.759 0.409 -1.929
H -2.155 0.184 1.108
H -3.105 -0.636 -0.149
H 2.772 -1.640 1.481
H 3.552 -0.209 1.034


This record from the OMol25 dataset describes a single C5H6N2OS molecule in a non-equilibrium geometry. The level of theory is wB97M-V/def2-TZVPD.

## Properties
- HOMO level (eV) = -8.05
- Kohn-Sham gap (eV) = 8.66
- maximum force (eV/A) = 3.5
- SMILES = NC#CSCCC#[N+][O-]

Element x y z (Å)
C 0.025 -1.075 1.251
C -0.559 0.578 -1.351
C 0.839 -1.782 0.754
C -1.335 1.566 -0.565
C -0.841 1.473 0.843
N 0.372 0.104 -1.831
N 1.753 -2.560 0.151
O 1.323 -0.463 -2.294
S -1.111 -0.008 1.919
H -1.132 2.552 -1.096
H -2.524 1.678 -0.623
H 0.294 1.544 1.029
H -1.335 2.292 1.409
H 1.500 -3.471 0.174
H 2.732 -2.428 0.230


This record from the OMol25 dataset describes a single C5H6N2S molecule in a non-equilibrium geometry. The level of theory is wB97M-V/def2-TZVPD.

## Properties
- HOMO level (eV) = -8.59
- Kohn-Sham gap (eV) = 7.80
- maximum force (eV/A) = 1.0
- SMILES = S=CC1=CCNN=C1

Element x y z (Å)
C -0.580 1.575 -0.263
C -0.297 0.148 -0.194
C -0.852 -0.694 -1.074
C -0.581 -2.154 -0.929
C 0.624 -0.425 0.812
H -1.247 1.852 -1.072
H -1.529 -0.349 -1.841
H -0.633 -2.719 -1.892
H -1.327 -2.612 -0.257
H 1.058 -3.293 -0.304
H 0.937 0.149 1.664
N 0.766 -2.317 -0.427
N 1.125 -1.599 0.686
S -0.023 2.730 0.736


This record from the OMol25 dataset describes a single C5H6N2S2 molecule in a non-equilibrium geometry. The level of theory is wB97M-V/def2-TZVPD.

## Properties
- HOMO level (eV) = -8.61
- Kohn-Sham gap (eV) = 8.38
- maximum force (eV/A) = 5.1
- SMILES = Cc1[nH]cnc1C(=S)S

Element x y z (Å)
C 0.900 -1.950 0.689
C -0.493 -0.442 0.084
C 0.743 0.191 0.005
C -2.026 0.287 -0.163
C 1.276 1.647 -0.257
N -0.344 -1.762 0.411
N 1.654 -0.730 0.428
S -2.351 1.885 -0.253
S -3.166 -1.057 -0.191
H 1.277 -2.931 0.811
H 2.114 1.616 -0.910
H 0.349 2.189 -0.756
H 1.569 2.111 0.685
H 2.578 -0.563 0.262
H -4.080 -0.491 -0.845